A | A cluster of 8 separate species, C8H32O8 in total. Source: the OMol25 dataset; level of theory: ωB97M-V/def2-TZVPD.

```
48
Properties=species:S:1:pos:R:3
C -1.911 -2.461 1.664
O -3.245 -2.555 2.153
H -1.675 -1.446 1.346
H -1.171 -2.811 2.384
H -1.863 -3.116 0.793
H -3.829 -2.169 1.496
C -0.437 -2.400 -4.286
O -1.190 -1.425 -4.968
H 0.571 -2.545 -4.674
H -0.411 -2.214 -3.212
H -0.921 -3.371 -4.394
H -1.225 -1.698 -5.888
C -4.165 -1.522 -1.114
O -4.692 -2.109 0.023
H -4.873 -0.802 -1.525
H -3.179 -1.077 -0.978
H -4.090 -2.319 -1.853
H -5.487 -2.604 -0.186
C 2.767 2.868 -0.613
O 2.567 4.274 -0.444
H 3.684 2.639 -0.071
H 1.972 2.227 -0.231
H 2.973 2.606 -1.651
H 1.730 4.359 0.019
C 0.054 1.380 3.312
O 0.603 0.236 2.621
H -0.778 1.002 3.906
H 0.782 1.819 3.994
H -0.233 2.180 2.629
H 0.705 -0.517 3.207
C -0.623 3.915 0.032
O 0.224 4.670 0.904
H -1.627 4.333 0.110
H -0.346 3.903 -1.022
H -0.566 2.880 0.368
H -0.191 4.770 1.764
C 4.631 -1.654 1.321
O 4.028 -0.392 1.187
H 5.320 -1.684 2.165
H 3.850 -2.399 1.476
H 5.061 -1.964 0.369
H 3.082 -0.438 1.027
C 0.601 -0.399 -0.876
O 1.452 -0.614 0.209
H 1.040 -0.576 -1.858
H -0.294 -1.020 -0.849
H 0.232 0.627 -0.855
H 1.093 -0.386 1.070
```

Values from the calculation:
LUMO in eV: 0.370
Kohn-Sham gap in Eh: 0.3586
Multiplicity: 1
Structure (SMILES): CO.CO.CO.CO.CO.CO.CO.CO
HOMO energy in eV: -9.389

Computed Löwdin charges, given in elementary charges: -0.16 -0.14 0.06 0.08 0.08 0.01 -0.18 -0.11 0.08 0.06 0.07 0.08 -0.14 -0.12 0.08 0.08 0.09 0.11 -0.14 -0.13 0.08 0.06 0.08 0.00 -0.08 -0.14 0.09 0.08 0.06 0.10 -0.13 -0.13 0.08 0.09 0.06 0.09 -0.17 -0.13 0.08 0.07 0.07 0.01 -0.15 -0.13 0.08 0.06 0.07 0.02



B | A cluster of 8 separate species, C8H32O8 in total. Source: the OMol25 dataset; level of theory: ωB97M-V/def2-TZVPD.

```
48
Properties=species:S:1:pos:R:3
C -28.743 -10.087 1.006
O -29.971 -10.684 0.650
H -28.769 -9.809 2.058
H -27.886 -10.704 0.730
H -28.578 -9.119 0.508
H -29.972 -10.912 -0.286
C -31.728 -8.908 4.084
O -31.463 -9.271 5.429
H -30.778 -8.829 3.548
H -32.367 -9.628 3.569
H -32.237 -7.940 4.016
H -31.793 -8.595 6.021
C -27.867 -12.075 -3.141
O -28.172 -10.901 -2.391
H -28.699 -12.360 -3.772
H -26.975 -11.925 -3.761
H -27.605 -12.899 -2.469
H -27.442 -10.736 -1.785
C -25.264 -11.856 0.786
O -25.597 -11.221 -0.428
H -26.003 -11.706 1.574
H -25.248 -12.950 0.678
H -24.300 -11.551 1.205
H -24.924 -11.467 -1.069
C -26.030 -7.498 -0.557
O -25.045 -7.394 -1.574
H -25.807 -8.392 0.038
H -25.920 -6.643 0.108
H -27.068 -7.525 -0.896
H -25.163 -8.127 -2.183
C -30.125 -5.732 -0.026
O -29.303 -4.618 0.326
H -31.133 -5.591 0.385
H -30.198 -5.801 -1.113
H -29.746 -6.628 0.458
H -29.801 -3.818 0.144
C -31.598 -10.762 -4.331
O -30.947 -11.516 -3.325
H -32.334 -10.060 -3.924
H -30.883 -10.274 -4.993
H -32.214 -11.432 -4.939
H -30.143 -11.044 -3.084
C -31.966 -13.160 1.694
O -31.285 -12.335 2.622
H -31.300 -13.988 1.438
H -32.917 -13.504 2.095
H -32.224 -12.636 0.767
H -30.862 -11.611 2.141
```

Values from the calculation:
LUMO in eV: 0.186
Kohn-Sham gap in Eh: 0.3590
Multiplicity: 1
Structure (SMILES): CO.CO.CO.CO.CO.CO.CO.CO
HOMO energy in eV: -9.583

Computed Löwdin charges, given in elementary charges: -0.13 -0.12 0.09 0.06 0.07 0.08 -0.16 -0.11 0.06 0.07 0.08 0.07 -0.14 -0.14 0.07 0.08 0.09 0.05 -0.16 -0.13 0.07 0.08 0.08 0.09 -0.16 -0.12 0.06 0.08 0.07 0.07 -0.16 -0.13 0.08 0.08 0.06 0.07 -0.16 -0.13 0.07 0.08 0.08 0.02 -0.17 -0.14 0.07 0.07 0.07 0.03



Relative energy of each structure, in hartree: A 0.0158; B 0.0000.



A | A cluster of 8 separate species, C8H32O8 in total. Source: the OMol25 dataset; level of theory: ωB97M-V/def2-TZVPD.

```
48
Properties=species:S:1:pos:R:3
C 4.177 5.410 16.877
O 3.883 4.203 17.569
H 5.022 5.280 16.201
H 3.249 5.807 16.466
H 4.423 6.183 17.606
H 4.539 3.919 18.209
C 6.211 4.173 12.316
O 5.277 3.563 11.520
H 5.806 5.145 12.598
H 6.509 3.725 13.264
H 7.031 4.493 11.672
H 5.121 4.053 10.709
C 3.351 2.856 14.139
O 3.872 1.931 13.213
H 2.866 3.687 13.628
H 2.526 2.432 14.712
H 4.139 3.171 14.824
H 4.428 2.462 12.638
C 11.392 2.228 18.467
O 12.209 2.269 19.636
H 11.924 2.932 17.828
H 11.283 1.210 18.091
H 10.424 2.725 18.416
H 11.653 1.977 20.362
C 9.882 4.932 15.507
O 9.326 3.804 14.813
H 9.773 5.938 15.102
H 9.397 5.018 16.480
H 10.942 4.750 15.683
H 9.748 3.625 13.969
C 7.836 0.856 13.151
O 7.752 -0.523 12.746
H 8.727 0.993 13.764
H 7.927 1.558 12.322
H 6.980 1.167 13.749
H 7.806 -1.122 13.495
C 6.776 2.724 16.655
O 8.099 2.132 16.667
H 6.079 2.069 17.179
H 6.863 3.680 17.171
H 6.313 2.975 15.701
H 8.574 2.580 15.964
C 4.618 3.894 20.505
O 5.278 3.110 19.609
H 4.053 4.735 20.102
H 3.872 3.327 21.062
H 5.376 4.386 21.114
H 5.827 2.480 20.083
```

Values from the calculation:
LUMO in eV: 0.330
Kohn-Sham gap in Eh: 0.3625
Multiplicity: 1
Structure (SMILES): CO.CO.CO.CO.CO.CO.CO.CO
HOMO energy in eV: -9.534

Computed Löwdin charges, given in elementary charges: -0.15 -0.14 0.06 0.08 0.07 0.00 -0.18 -0.11 0.08 0.07 0.09 0.11 -0.17 -0.12 0.08 0.08 0.05 0.01 -0.17 -0.12 0.07 0.08 0.06 0.07 -0.12 -0.14 0.08 0.08 0.08 0.09 -0.15 -0.11 0.07 0.07 0.07 0.07 -0.14 -0.14 0.08 0.07 0.05 0.00 -0.18 -0.12 0.08 0.09 0.09 0.11



B | A cluster of 8 separate species, C8H32O8 in total. Source: the OMol25 dataset; level of theory: ωB97M-V/def2-TZVPD.

```
48
Properties=species:S:1:pos:R:3
C -3.463 0.786 2.626
O -4.612 1.604 2.764
H -3.693 -0.271 2.492
H -2.905 1.173 1.773
H -2.780 0.928 3.473
H -5.083 1.339 3.558
C 0.921 -1.152 3.362
O 0.760 -2.525 3.654
H 1.526 -1.006 2.457
H -0.051 -0.679 3.166
H 1.428 -0.645 4.177
H 0.665 -2.972 2.808
C 2.576 2.925 -3.379
O 3.866 3.262 -2.904
H 1.882 2.702 -2.561
H 2.116 3.733 -3.955
H 2.670 2.029 -3.993
H 3.987 4.213 -2.941
C 3.102 2.318 0.199
O 2.472 1.661 1.302
H 3.505 1.598 -0.518
H 2.422 2.997 -0.321
H 3.934 2.929 0.553
H 1.554 1.619 1.007
C -0.837 -0.250 -0.139
O 0.200 0.652 -0.557
H -1.780 0.017 -0.613
H -0.507 -1.231 -0.500
H -0.949 -0.319 0.941
H -0.185 1.117 -1.309
C 1.484 -3.614 -0.051
O 0.712 -3.979 1.098
H 1.771 -2.570 0.028
H 2.347 -4.262 -0.190
H 0.865 -3.694 -0.953
H 0.658 -4.939 1.126
C -2.778 -3.570 0.706
O -1.992 -3.308 1.862
H -2.494 -2.875 -0.094
H -2.678 -4.608 0.385
H -3.824 -3.368 0.925
H -1.088 -3.542 1.617
C -1.081 2.963 -3.918
O -0.682 1.860 -3.105
H -1.405 3.754 -3.247
H -0.250 3.337 -4.520
H -1.910 2.687 -4.572
H -0.392 1.178 -3.718
```

Values from the calculation:
LUMO in eV: 0.333
Kohn-Sham gap in Eh: 0.3623
Multiplicity: 1
Structure (SMILES): CO.CO.CO.CO.CO.CO.CO.CO
HOMO energy in eV: -9.526

Computed Löwdin charges, given in elementary charges: -0.17 -0.12 0.08 0.07 0.08 0.07 -0.16 -0.12 0.07 0.06 0.08 0.02 -0.17 -0.11 0.05 0.07 0.08 0.08 -0.17 -0.13 0.08 0.07 0.08 0.04 -0.13 -0.13 0.09 0.06 0.06 0.03 -0.10 -0.14 0.08 0.08 0.08 0.10 -0.16 -0.13 0.06 0.08 0.08 0.02 -0.13 -0.14 0.09 0.07 0.08 0.09



Relative energy of each structure, in hartree: A 0.0428; B 0.0000.



A | The ion HN2O4S with charge -1. Source: the OMol25 dataset; level of theory: ωB97M-V/def2-TZVPD.

```
8
Properties=species:S:1:pos:R:3
N -0.375 0.020 0.610
N -1.119 -0.566 -0.266
O 2.267 0.687 1.138
O -2.270 -0.245 -0.412
O -0.578 -1.489 -0.941
O 1.466 0.847 -1.207
S 1.654 0.059 -0.020
H -1.045 0.688 1.098
```

Values from the calculation:
LUMO in eV: 3.975
Kohn-Sham gap in Eh: 0.3373
Multiplicity: 1
HOMO energy in eV: -5.203
Total charge: -1

Computed Löwdin charges, given in elementary charges: -0.07 -0.62 -0.53 -0.03 -0.10 -0.49 0.72 0.12



B | A structure of composition HN2O4S. Source: the OMol25 dataset; level of theory: ωB97M-V/def2-TZVPD.

```
8
Properties=species:S:1:pos:R:3
N 0.012 0.337 0.839
N -1.529 1.180 0.124
O -2.275 0.322 -0.244
O 0.969 1.743 -1.132
O -1.446 2.353 0.087
O 2.540 0.399 0.178
S 1.375 1.364 0.243
H -0.066 -0.493 0.221
```

Values from the calculation:
LUMO in eV: 3.831
Kohn-Sham gap in Eh: 0.2889
Multiplicity: 1
HOMO energy in eV: -4.031
Total charge: -1

Computed Löwdin charges, given in elementary charges: -0.13 -0.38 0.03 -0.57 0.06 -0.58 0.54 0.02



Relative energy of each structure, in hartree: A 0.0000; B 0.0592.



A | A cluster of 2 separate species, CH5O2P in total. Source: the OMol25 dataset; level of theory: ωB97M-V/def2-TZVPD.

```
9
Properties=species:S:1:pos:R:3
C 0.448 -1.101 1.549
O -0.467 -0.453 1.052
O -1.734 -0.528 1.431
P -0.172 0.918 -1.518
H 0.213 -1.944 2.355
H 0.709 0.238 -2.364
H 1.422 -0.765 1.170
H 0.679 1.943 -1.335
H -1.099 1.692 -2.342
```

Values from the calculation:
LUMO in eV: -0.191
Kohn-Sham gap in Eh: 0.3335
Multiplicity: 1
HOMO energy in eV: -9.265

Computed Löwdin charges, given in elementary charges: 0.02 -0.29 -0.15 0.70 0.16 -0.18 0.10 -0.22 -0.14



B | An isolated molecule of CH5O2P. Source: the OMol25 dataset; level of theory: ωB97M-V/def2-TZVPD.

```
9
Properties=species:S:1:pos:R:3
O -1.618 -0.246 0.182
C -0.325 -0.474 0.339
O 0.453 -0.755 -1.070
P 0.819 1.016 0.977
H -1.671 0.371 -0.591
H -0.195 -1.407 0.854
H 0.671 -1.684 -0.945
H 0.202 2.239 0.518
H 1.664 0.940 -0.263
```

Values from the calculation:
LUMO in eV: 0.796
Kohn-Sham gap in Eh: 0.3689
Multiplicity: 1
Structure (SMILES): OC(O)P
HOMO energy in eV: -9.242

Computed Löwdin charges, given in elementary charges: -0.04 -0.61 -0.20 0.79 0.13 0.09 0.04 -0.13 -0.08



Relative energy of each structure, in hartree: A 0.1652; B 0.0000.



A | A cluster of 2 separate species, C2H8N2O in total. Source: the OMol25 dataset; level of theory: ωB97M-V/def2-TZVPD.

```
13
Properties=species:S:1:pos:R:3
H 1.240 1.514 1.100
N 0.640 1.086 0.402
C 0.202 1.933 -0.460
N -1.119 2.115 -0.685
H 0.864 2.601 -1.009
H -1.434 2.723 -1.417
H -1.774 1.668 -0.064
C 0.148 -2.630 0.238
O 0.697 -1.671 1.120
H 0.700 -2.582 -0.705
H 0.104 -3.633 0.644
H -0.916 -2.360 0.092
H 0.649 -0.762 0.744
```

Values from the calculation:
LUMO in eV: 0.753
Kohn-Sham gap in Eh: 0.3569
Multiplicity: 1
Structure (SMILES): [H]/N=C/N.CO
HOMO energy in eV: -8.960

Computed Löwdin charges, given in elementary charges: 0.06 0.02 -0.35 0.11 0.11 0.09 0.11 -0.19 -0.17 0.07 0.07 0.07 0.00



B | A cluster of 2 separate species, C2H8N2O in total. Source: the OMol25 dataset; level of theory: ωB97M-V/def2-TZVPD.

```
13
Properties=species:S:1:pos:R:3
C 1.237 0.884 1.408
N 0.391 0.607 0.236
C -0.802 0.262 0.584
N -1.457 -0.805 0.108
H 2.224 0.348 1.320
H 0.738 0.578 2.409
H 1.429 1.995 1.421
H -1.331 0.966 1.239
H -1.100 -1.344 -0.673
H -2.288 -1.108 0.415
O 0.597 -0.897 -2.631
H 0.479 -1.187 -3.517
H -0.117 -0.298 -2.319
```

Values from the calculation:
LUMO in eV: 0.962
Kohn-Sham gap in Eh: 0.3274
Multiplicity: 1
Structure (SMILES): C/N=C/N.O
HOMO energy in eV: -7.947

Computed Löwdin charges, given in elementary charges: -0.17 -0.07 -0.34 0.14 0.07 0.08 0.07 0.13 0.10 0.04 -0.07 0.01 0.03



C | A cluster of 2 separate species, C2H8N2O in total. Source: the OMol25 dataset; level of theory: ωB97M-V/def2-TZVPD.

```
13
Properties=species:S:1:pos:R:3
N 2.075 0.882 0.747
C 1.027 -0.050 0.708
C -0.252 -0.106 1.088
N -1.103 -1.000 0.384
H 2.198 1.312 -0.157
H 1.897 1.657 1.375
H 1.330 -0.915 0.108
H -0.628 0.278 2.026
H -0.784 -1.955 0.327
H -2.093 -1.055 0.581
O -1.364 -0.007 -2.546
H -0.874 0.085 -1.716
H -1.427 0.874 -2.926
```

Values from the calculation:
LUMO in eV: 0.941
Kohn-Sham gap in Eh: 0.3217
Multiplicity: 1
Structure (SMILES): N/C=C/N.O
HOMO energy in eV: -7.813

Computed Löwdin charges, given in elementary charges: 0.01 -0.24 -0.21 -0.01 0.07 0.07 0.11 0.10 0.08 0.08 -0.08 -0.01 0.03



Relative energy of each structure, in hartree: A 0.0000; B 0.0146; C 0.0059.



A | A cluster of 2 separate species, F2NO in total. Source: the OMol25 dataset; level of theory: ωB97M-V/def2-TZVPD.

```
4
Properties=species:S:1:pos:R:3
N 0.149 0.138 0.111
O -0.156 0.979 0.764
F 1.155 -0.086 -0.620
F -1.195 -1.332 -0.474
```

Values from the calculation:
LUMO (alpha / beta) in eV: -12.504 / -12.506
Kohn-Sham gap (alpha / beta) in Eh: 0.3062 / 0.3074
Multiplicity: 1
HOMO energy (alpha / beta) in eV: -20.838 / -20.870
Total charge: +1

Computed Löwdin charges, given in elementary charges: 0.08 0.49 0.34 0.08



B | A cluster of 2 separate species, F2NO in total. Source: the OMol25 dataset; level of theory: ωB97M-V/def2-TZVPD.

```
4
Properties=species:S:1:pos:R:3
N 0.315 0.058 0.067
O 0.532 1.144 -0.031
F 1.023 -0.977 -0.024
F -1.870 -0.225 -0.011
```

Values from the calculation:
LUMO (alpha / beta) in eV: -12.818 / -12.854
Kohn-Sham gap (alpha / beta) in Eh: 0.2754 / 0.2731
Multiplicity: 1
HOMO energy (alpha / beta) in eV: -20.313 / -20.285
Total charge: +1

Computed Löwdin charges, given in elementary charges: 0.08 0.47 0.34 0.11



Relative energy of each structure, in hartree: A 0.0000; B 0.0197.